Below is 3 unconnected molecules or ions with the total composition C19H35BN2O8, with properties calculated with wB97M-V/def2-TZVPD.

Results
2S+1: 1
LUMO level: 0.14 eV
frontier orbital gap: 9.4 eV

Last column: natural (NBO) charge in e.
CARTESIAN COORDINATES (ANGSTROEM)
C 2.50393 -2.81328 0.68439  -0.37
C 2.68037 -1.41028 0.20650  -0.21
C 2.21610 -0.04448 0.97917  -0.57
B 2.96802 1.12838 0.04434  1.26
O 4.07365 1.98807 0.52118  -0.93
O 2.53044 1.36588 -1.37704  -0.94
C 2.94742 -0.26782 2.46717  0.82
O 4.16618 0.08101 2.88479  -0.56
O 1.94986 -0.98668 3.27464  -0.55
C 0.57446 -0.86995 2.68485  -0.10
C 0.66513 0.18979 1.43758  -0.01
C -0.54126 0.29929 0.34095  -0.44
C -0.35293 -0.58337 -1.02378  -0.44
C -1.78642 -0.55555 -1.83990  -0.41
C -2.70273 -1.90195 -1.65006  -0.41
C -2.83730 -2.44116 -0.10779  -0.64
C 0.48180 1.64196 2.24908  -0.53
C -1.06492 1.95109 2.69431  0.80
O -1.96790 1.07130 3.13083  -0.60
O -1.51699 3.38203 2.66125  -0.73
H 2.09298 -3.11074 1.75322  0.23
H 2.74292 -3.69651 -0.05162  0.22
H 3.24530 -1.29425 -0.83924  0.21
H 4.91526 1.67995 0.03504  0.51
H 2.62789 0.50586 -1.90227  0.49
H -0.04731 -0.61472 3.64203  0.24
H 0.18872 -1.91006 2.31229  0.20
H -1.61683 0.01121 0.77241  0.26
H -0.63959 1.43573 -0.01157  0.22
H -0.11553 -1.69517 -0.71530  0.24
H 0.48518 -0.21146 -1.75137  0.21
H -1.53327 -0.36292 -2.99020  0.21
H -2.38682 0.40621 -1.49391  0.20
H -3.80857 -1.63150 -2.00687  0.20
H -2.33255 -2.73071 -2.42201  0.21
H -3.00631 -3.62022 -0.17599  0.23
H -1.88663 -2.29373 0.55846  0.21
H -3.80315 -1.98050 0.38001  0.21
H 0.81852 2.56772 1.57470  0.25
H 1.13614 1.70692 3.22023  0.27
H -2.25744 3.39819 3.36559  0.51
C -0.08968 -5.00735 -3.27530  -0.72
C -0.25285 -5.12604 -1.78568  0.68
O -0.73251 -4.22124 -1.10670  -0.64
N 0.15037 -6.28307 -1.18710  -0.62
C 0.73252 -7.45197 -1.80298  -0.41
H -0.45527 -4.03021 -3.60570  0.25
H 0.96670 -5.08951 -3.54400  0.23
H -0.67318 -5.78255 -3.77881  0.23
H 0.00882 -6.28827 -0.18319  0.40
H 0.08722 -8.30614 -1.58528  0.20
H 1.71370 -7.61877 -1.35242  0.20
H 0.84128 -7.34330 -2.88297  0.21
C -1.11996 8.07336 -0.94218  -0.72
C -1.68039 6.72670 -0.57870  0.67
O -2.46604 6.12717 -1.30880  -0.63
N -1.29218 6.16902 0.60362  -0.62
C -0.38697 6.70761 1.59108  -0.41
H -1.52141 8.38624 -1.91097  0.25
H -1.41007 8.81436 -0.19276  0.22
H -0.03119 8.01672 -1.02169  0.23
H -1.71124 5.26259 0.77874  0.41
H 0.43865 6.00279 1.71356  0.20
H -0.92894 6.79394 2.53572  0.20
H 0.00684 7.68429 1.30642  0.21

Force components x, y, z for each atom (eV/Å):
0.26 3.51 -1.28
-0.83 -4.29 0.78
1.71 -0.08 0.92
0.77 1.72 -1.16
-0.92 -3.05 -1.86
1.68 -2.49 2.17
3.38 1.04 1.62
-8.16 -2.66 -2.51
1.58 1.91 -2.39
-0.43 -0.97 0.04
-0.99 1.05 1.92
-0.23 -0.28 -1.34
-0.82 -0.72 0.18
0.28 0.53 -0.32
-0.61 0.44 -0.70
-0.48 -1.12 -0.58
0.34 1.47 -0.41
-4.64 -2.39 2.07
5.80 5.16 -2.56
0.56 -3.57 1.54
0.82 0.94 -2.51
-0.24 2.01 1.62
-1.53 -0.26 2.40
-1.90 1.03 0.97
-0.65 1.77 1.10
0.82 0.03 -2.31
1.02 1.77 0.62
2.65 0.55 -0.58
0.35 -2.35 0.87
-0.41 2.14 -0.74
-1.51 -0.50 1.71
-0.74 -0.61 2.43
1.15 -1.98 -0.63
2.36 -0.52 0.70
-0.62 1.71 2.07
0.34 2.63 0.27
-1.87 -0.13 -1.38
2.10 -0.74 -0.78
-0.77 -2.01 1.37
-1.33 -0.21 -1.69
1.41 -0.27 -1.75
-0.06 0.19 -0.21
-0.25 0.36 0.82
0.43 -0.49 -0.37
-0.19 0.60 -0.19
-0.02 -0.13 0.42
0.07 -0.22 0.22
-0.12 -0.13 -0.11
0.20 0.01 -0.07
0.02 -0.01 -0.27
0.20 -0.15 -0.22
0.03 -0.23 -0.24
-0.06 0.06 0.23
-0.01 0.22 -0.23
-0.60 -0.80 -0.24
0.40 0.39 0.29
-0.23 0.20 -0.57
-0.14 -0.41 0.13
0.03 -0.22 0.26
0.21 0.00 -0.04
-0.06 0.16 0.13
0.15 0.18 0.03
0.13 0.24 0.20
0.28 0.15 0.11
-0.13 -0.20 -0.03


Below is a molecular structure, C19H35Ba2N4O, with properties calculated with wB97M-V/def2-TZVPD.

Results
2S+1: 1
LUMO level: -11.60 eV
frontier orbital gap: 5.1 eV
net charge: +3

Last column: Löwdin charge in e.
CARTESIAN COORDINATES (ANGSTROEM)
Ba 2.72967 -5.15548 -8.49210  1.79
Ba -0.14628 -2.34936 -7.53585  1.82
C 3.79386 -0.50604 -9.79922  -0.01
C 2.84143 -1.74516 -10.09483  -0.51
C 3.52516 -2.80011 -11.02572  -0.08
O 2.34916 -2.40888 -8.90254  -0.71
H 3.17314 0.25257 -9.32242  0.05
H 4.24222 -0.35062 -10.78050  0.07
H 4.68701 -0.51826 -9.17453  0.07
H 1.96854 -1.33647 -10.60389  0.12
H 4.31146 -3.31499 -10.47370  0.05
H 4.07581 -2.31366 -11.83086  0.08
H 2.84637 -3.61287 -11.28413  0.04
C 1.41775 0.29960 -16.03245  -0.10
C 2.40988 0.92850 -15.02721  -0.23
C 3.13873 -0.06108 -14.08553  -0.20
C 3.93282 -1.07411 -14.71871  -0.26
N 4.62059 -1.84219 -15.24469  0.16
H 0.89839 1.05872 -16.61734  0.08
H 0.73042 -0.32280 -15.45948  0.07
H 1.90818 -0.40173 -16.70750  0.07
H 1.72706 1.59852 -14.50478  0.10
H 3.09801 1.63474 -15.49179  0.12
H 2.51424 -0.67697 -13.43839  0.10
H 3.82726 0.48762 -13.44290  0.11
C 4.84556 -8.55406 -14.04286  -0.09
C 3.29659 -8.71277 -14.16580  -0.22
C 2.55956 -7.41873 -13.79907  -0.14
C 2.95596 -6.93529 -12.45647  -0.20
N 3.17618 -6.58598 -11.39214  0.07
H 5.21299 -7.92956 -14.85718  0.08
H 5.44087 -9.46650 -14.07664  0.08
H 5.22779 -7.97681 -13.20097  0.05
H 2.83805 -9.58804 -13.70565  0.11
H 3.17868 -8.96569 -15.21947  0.12
H 1.53953 -7.71623 -13.55591  0.12
H 2.58155 -6.73531 -14.64794  0.14
C 7.97586 -4.19700 -12.23219  -0.10
C 7.39973 -2.89686 -12.86660  -0.21
C 7.53565 -1.85981 -11.72709  -0.22
C 7.15307 -0.46609 -12.08880  -0.22
N 6.92796 0.62897 -12.46166  0.14
H 7.55073 -4.44888 -11.26064  0.05
H 9.05815 -4.11944 -12.12860  0.09
H 7.71590 -5.15508 -12.68229  0.07
H 6.35302 -3.01110 -13.14847  0.08
H 7.94521 -2.48703 -13.71666  0.12
H 8.55020 -1.67612 -11.37347  0.13
H 6.96280 -2.18048 -10.85697  0.09
C 3.41660 3.13668 -6.46952  -0.07
C 3.83951 1.98889 -7.41959  -0.24
C 4.09939 0.67705 -6.69282  -0.17
C 2.79538 0.01755 -6.48652  -0.19
N 1.76553 -0.42157 -6.25916  0.04
H 3.55981 2.91449 -5.41207  0.08
H 2.47279 3.58329 -6.78235  0.08
H 4.10203 3.97421 -6.59928  0.08
H 4.85195 2.16123 -7.78480  0.12
H 3.18224 1.88378 -8.28275  0.10
H 4.56974 0.84517 -5.72401  0.14
H 4.81585 0.05973 -7.23474  0.11

Force components x, y, z for each atom (eV/Å):
1.30 0.57 -1.82
1.40 2.03 -0.12
-0.86 -1.34 -0.36
1.41 -0.54 0.59
-0.08 0.70 1.50
-1.48 -1.93 1.05
0.10 0.36 -0.93
-0.48 1.19 -0.12
-0.12 -1.25 0.28
0.07 0.17 -0.25
0.50 0.07 0.48
-0.49 -0.35 -0.49
-0.30 0.29 -0.81
1.08 -0.72 0.23
-1.20 0.15 -0.43
-0.29 0.70 0.26
1.56 -0.92 -1.66
-0.74 0.42 0.71
-0.02 -0.12 0.17
-0.43 0.20 -0.06
0.11 0.15 -0.23
0.41 -0.05 0.95
0.34 -0.47 -0.17
-0.77 0.50 0.19
0.00 0.15 0.15
0.08 0.38 -0.05
1.67 -0.51 -0.50
-0.32 -1.21 0.68
0.00 0.12 -1.95
-0.09 0.76 1.94
-0.20 -0.15 -0.42
-0.44 -0.16 -0.03
-0.46 -0.23 0.64
0.40 0.16 0.69
-0.52 0.51 -0.13
-0.46 0.23 -0.61
0.12 0.56 0.65
-0.24 -0.34 -0.50
0.45 -0.19 1.46
-0.38 1.34 -0.20
-0.88 2.41 -1.34
0.39 -3.15 1.26
-0.01 0.88 0.58
-0.07 -0.16 0.02
0.31 0.28 -1.09
0.02 0.08 -0.07
0.05 -0.57 -0.12
0.32 -0.74 -0.09
-0.10 0.08 0.09
0.70 0.55 -0.92
1.14 0.78 0.55
-0.92 -0.52 0.20
1.77 0.26 0.36
-1.66 -1.20 -0.50
-0.73 -0.26 -0.02
-0.29 -0.40 0.67
0.19 -0.02 -0.22
-0.17 0.64 -0.46
0.06 0.01 0.21
-0.23 0.11 0.16
-0.47 -0.32 -0.04


Below is a molecular structure, C19H35BrFeGeNOS3, with properties calculated with wB97M-V/def2-TZVPD.

Results
2S+1: 2
LUMO level (alpha / beta): -15.23 / -13.63 eV
frontier orbital gap (alpha / beta): 4.3 / 5.9 eV
net charge: +4

Last column: natural (NBO) charge in e.
CARTESIAN COORDINATES (ANGSTROEM)
Fe 2.55782 -1.83590 -0.11077  0.75
C 5.04826 -3.75868 -0.57370  -0.55
C 4.63869 -3.55964 -2.02053  -0.55
S 2.91004 -2.97696 -2.11722  0.42
C 2.95749 -1.59342 -3.30089  -0.54
C 3.81058 -0.43815 -2.82012  -0.54
S 3.36410 0.04180 -1.10584  0.52
C 4.99116 0.29380 -0.32706  -0.54
C 5.77267 -1.00223 -0.27127  -0.55
S 4.71673 -2.30128 0.46139  0.51
H 4.50858 -4.57711 -0.09276  0.28
H 6.11560 -3.98027 -0.48437  0.31
H 5.28286 -2.86010 -2.55006  0.25
H 4.67170 -4.51119 -2.55470  0.31
H 3.31665 -1.98147 -4.25663  0.31
H 1.91217 -1.31233 -3.44064  0.28
H 4.87390 -0.66727 -2.83992  0.25
H 3.64729 0.45152 -3.43241  0.31
H 5.51710 1.07069 -0.88745  0.31
H 4.76818 0.69786 0.66144  0.27
H 6.11338 -1.33212 -1.24996  0.25
H 6.65042 -0.90247 0.37071  0.31
O 0.44524 -2.72891 5.33175  -0.55
C 0.99473 -2.33761 4.22400  0.48
C 2.17288 -1.56174 4.13093  -0.29
C 2.66632 -1.24047 2.90081  0.09
N 2.05215 -1.61911 1.74429  -0.62
C 0.91252 -2.32137 1.87643  0.16
Br 0.22537 -2.72856 0.12602  0.27
C 0.33702 -2.73095 3.02769  -0.30
H 0.90613 -2.46118 6.14572  0.54
H 2.69314 -1.23288 5.02188  0.28
H 3.57731 -0.66575 2.80435  0.24
H -0.57007 -3.32011 3.06716  0.30
C -6.93035 1.10557 -1.98561  -0.61
C -5.55267 0.69084 -1.48454  -0.40
C -5.42148 0.82773 0.02797  -0.41
C -4.02703 0.45086 0.54930  -0.84
Ge -2.51685 1.55376 0.02543  1.48
C -1.77511 2.88721 1.20900  -0.86
C -2.78429 4.04261 1.32889  -0.40
C -3.06191 4.65417 -0.04057  -0.43
C -3.60810 3.62451 -1.01486  -0.60
H -6.99364 1.03499 -3.06978  0.24
H -7.16229 2.13386 -1.70278  0.21
H -7.70468 0.46387 -1.56552  0.23
H -4.78152 1.29053 -1.99051  0.17
H -5.35272 -0.34843 -1.76263  0.21
H -6.13753 0.16087 0.51267  0.25
H -5.69799 1.83194 0.35991  0.21
H -3.77903 -0.55562 0.19951  0.24
H -4.00276 0.44845 1.64299  0.26
H -1.58566 0.93848 -1.03588  -0.17
H -0.82999 3.24780 0.79905  0.24
H -1.57902 2.42736 2.18055  0.26
H -2.39229 4.79253 2.01493  0.26
H -3.71963 3.68006 1.76580  0.22
H -2.16311 5.12096 -0.44760  0.23
H -3.80713 5.44484 0.05594  0.27
H -2.82527 2.88144 -1.38121  0.17
H -3.86059 4.03097 -1.99779  0.31
H -4.50547 3.12132 -0.65093  0.25

Force components x, y, z for each atom (eV/Å):
0.35 -0.47 -0.20
0.03 0.01 0.00
0.00 0.03 -0.03
-0.06 0.01 -0.07
-0.02 -0.01 0.04
-0.02 0.02 0.02
-0.02 0.01 0.14
0.00 -0.01 -0.01
0.01 0.03 0.03
-0.03 0.03 0.00
0.00 0.00 0.00
0.00 -0.01 0.00
0.00 0.00 -0.01
0.01 -0.01 0.01
0.01 0.00 0.00
0.00 0.00 -0.01
0.00 0.01 -0.01
0.01 0.00 -0.01
-0.01 -0.01 -0.02
0.03 0.01 0.00
0.02 0.01 0.00
-0.01 -0.01 0.02
0.00 0.00 0.00
-0.01 -0.01 0.01
0.01 0.01 0.01
0.01 -0.03 0.00
0.12 0.10 0.03
-0.09 0.01 0.02
0.09 -0.02 0.07
-0.06 0.05 -0.01
0.00 0.00 0.00
0.00 0.00 0.00
0.00 -0.01 0.00
0.00 0.00 0.00
0.01 0.00 0.00
-0.01 0.00 -0.01
0.00 -0.02 -0.02
0.00 -0.02 -0.01
-0.40 0.16 0.01
0.03 0.05 -0.04
-0.01 0.00 -0.01
-0.02 -0.01 0.00
0.03 0.01 -0.01
0.00 -0.01 0.00
0.00 0.00 -0.01
0.00 0.01 0.01
0.00 0.00 0.01
0.00 0.00 -0.01
0.00 0.00 0.00
0.00 0.00 0.00
0.02 0.00 0.03
-0.02 0.02 0.00
0.04 0.06 -0.01
0.02 -0.02 0.03
-0.04 -0.02 0.00
0.01 0.01 -0.02
0.01 0.01 0.02
0.00 0.00 0.01
0.00 0.00 0.00
-0.01 0.01 0.01
-0.01 0.00 0.01
0.01 0.00 0.01


Table of strongest force on any atom (eV/Å), in record order: 8.95 3.41 0.61
Table of energy relative to the best compared isomer or geometry (same formula, charge and spin) (kJ/mol), in record order: 304.1 0.0 0.0
Table of M (u), in record order: 430.31 610.17 598.06